## i
Entry from OMol25: CH3NOP2 in the gas phase (the ωB97M-V functional and the def2-TZVPD basis).

Computed properties:
orbital gap: 0.277 Ha
LUMO energy: -1.4270 eV
structure (SMILES): O=C/P=N/P

ORCA input file:
```
! wB97M-V def2-TZVPD RIJCOSX def2/J DEFGRID3
* xyz 0 1
P 2.048 -0.611 -0.369
P -0.833 -1.020 0.159
O -3.242 0.562 0.030
N 0.493 -0.172 -0.124
C -2.060 0.493 -0.065
H 2.116 -1.161 0.908
H -1.450 1.367 -0.575
H 2.928 0.543 0.037
*
```

***

## ii
Entry from OMol25: CH3NOP2 in the gas phase (the ωB97M-V functional and the def2-TZVPD basis).

Computed properties:
orbital gap: 0.271 Ha
LUMO energy: -0.9119 eV

ORCA input file:
```
! wB97M-V def2-TZVPD RIJCOSX def2/J DEFGRID3
* xyz 0 1
P 1.713 -0.340 -1.138
P -1.227 -0.293 -1.028
O -1.183 -0.783 0.582
N 0.297 0.179 -1.327
C -0.311 -1.443 1.271
H -0.364 -0.940 2.256
H -1.563 1.135 -0.729
H 2.557 0.646 -1.982
*
```

***

Relative energies, kcal/mol: i 0.0; ii 51.5.

***

## i
Entry from OMol25: a molecular structure, C9H13CaCl3NO4Se2 (the ωB97M-V functional and the def2-TZVPD basis).

Computed properties:
orbital gap: 0.206 Ha
LUMO energy: 1.8194 eV

ORCA input file:
```
! wB97M-V def2-TZVPD RIJCOSX def2/J DEFGRID3
* xyz -1 1
Se -1.346 -1.358 0.120
Se 2.440 0.837 0.103
Ca 0.011 0.650 1.343
Cl -3.692 4.464 -1.885
Cl -1.299 6.044 -1.480
Cl -3.295 5.869 0.617
O 0.362 0.035 -2.280
O -0.315 1.116 3.266
O 2.660 -3.933 -0.580
O -1.337 1.236 5.266
N -1.296 2.906 0.269
C 2.522 -1.116 -0.276
C 1.069 -1.177 -2.434
C -2.694 1.126 3.312
C 2.197 -3.126 -1.662
C -2.496 5.006 -0.699
C -1.353 1.165 4.046
C 0.291 -2.412 -0.280
C -1.821 3.828 -0.154
C 1.473 -1.877 -1.128
H 3.041 -2.811 -2.287
H 0.167 0.382 -3.153
H -0.092 -3.307 -0.770
H 1.505 -3.699 -2.291
H 2.592 -1.620 0.683
H 1.995 -1.001 -3.002
H -3.516 1.145 4.022
H -2.768 1.987 2.643
H 0.460 -1.894 -3.006
H -2.754 0.217 2.705
H 3.492 -1.240 -0.757
H 0.694 -2.738 0.674
H 3.104 -4.702 -0.944
*
```

***

## ii
Entry from OMol25: a molecular structure, C9H13CaCl3NO4Se2 (the ωB97M-V functional and the def2-TZVPD basis).

Computed properties:
orbital gap: 0.220 Ha
LUMO energy: 2.0560 eV

ORCA input file:
```
! wB97M-V def2-TZVPD RIJCOSX def2/J DEFGRID3
* xyz -1 1
Se 1.362 1.122 0.561
Se -2.171 -1.129 -1.111
Ca 0.517 -1.258 -0.510
Cl 0.091 -2.026 5.647
Cl -2.061 -3.670 4.626
Cl 0.642 -4.706 4.702
O 0.324 0.435 -2.395
O 1.843 -2.778 -0.980
O -2.713 3.575 -0.189
O 3.774 -3.767 -1.560
N 0.067 -2.319 2.072
C -1.947 3.190 -1.331
C -1.215 1.862 -1.056
C 3.842 -2.018 0.053
C 3.133 -2.949 -0.919
C -2.341 0.824 -0.770
C -0.113 -2.740 3.120
C -0.353 -3.264 4.474
C -0.293 2.149 0.164
C -0.462 1.629 -2.370
H -3.205 1.106 -1.373
H -2.606 3.064 -2.199
H -0.918 2.106 1.052
H -2.632 0.947 0.269
H -1.209 3.966 -1.566
H 0.197 2.487 -2.544
H 0.718 0.337 -3.262
H 0.058 3.178 0.075
H 4.910 -2.222 0.063
H 3.675 -0.974 -0.226
H -3.150 4.404 -0.393
H 3.435 -2.146 1.059
H -1.198 1.582 -3.180
*
```

***

Relative energies, kcal/mol: i 15.5; ii 0.0.

***

## i
Entry from OMol25: C24H39N3O5S in the gas phase (the ωB97M-V functional and the def2-TZVPD basis).

Computed properties:
orbital gap: 0.310 Ha
LUMO energy: 0.6888 eV
structure (SMILES): CCOc1ccc(CCNC(=O)C2CCN(S(=O)(=O)N3CCC(C)CC3)CC2)cc1OCC

ORCA input file:
```
! wB97M-V def2-TZVPD RIJCOSX def2/J DEFGRID3
* xyz 0 1
S -2.025 -0.265 0.301
O -1.420 -0.883 -0.848
O 3.081 -3.530 0.943
O 3.874 2.368 0.917
O 2.162 2.532 -1.006
O -1.982 1.165 0.363
N 1.850 -2.898 -0.839
N -3.567 -0.875 0.443
N -1.404 -0.816 1.750
C 2.733 0.303 -1.826
C 4.469 -0.894 -0.700
C -5.771 0.823 -0.417
C 2.096 -2.989 0.484
C 4.652 3.673 2.731
C 4.611 0.159 0.193
C 4.805 2.361 1.977
C 1.016 -2.378 1.375
C -4.255 -1.135 -0.806
C 2.869 1.371 -0.956
C -6.350 2.108 -0.998
C -4.377 -0.179 1.424
C -0.108 -0.240 2.064
C 3.820 1.289 0.087
C -0.070 2.169 -1.983
C 1.001 -0.853 1.212
C 3.296 -2.009 -2.623
C -4.830 0.142 -1.414
C -1.433 -2.256 1.916
C 1.317 2.793 -2.108
C -4.995 1.106 0.872
C 2.850 -3.243 -1.823
C -0.368 -2.965 1.078
C 3.524 -0.836 -1.707
H -5.551 2.808 -1.232
H 1.062 -2.355 -1.158
H -5.162 -0.870 1.750
H 1.803 2.483 -3.043
H -5.361 -0.098 -2.337
H 1.290 -2.618 2.409
H -2.431 -2.587 1.627
H -0.187 0.832 1.880
H -1.282 -2.462 2.980
H -3.524 -1.591 -1.475
H -0.036 1.082 -1.994
H -0.622 -2.826 0.028
H 3.687 -3.667 -1.266
H -6.905 1.900 -1.911
H 1.968 -0.437 1.499
H -7.023 2.580 -0.286
H -4.003 0.815 -1.651
H -6.595 0.134 -0.190
H 1.221 3.883 -2.117
H 0.080 -0.410 3.129
H -4.190 1.811 0.661
H 2.527 -1.753 -3.355
H 0.815 -0.587 0.171
H -0.376 -4.033 1.301
H 5.350 0.079 0.974
H 2.001 0.342 -2.617
H -5.654 1.541 1.625
H 5.351 3.708 3.562
H -5.053 -1.856 -0.600
H -0.691 2.506 -2.809
H 2.454 -4.006 -2.503
H 5.828 2.268 1.585
H -0.537 2.466 -1.048
H 3.638 3.764 3.111
H 4.845 4.507 2.063
H 5.094 -1.765 -0.588
H -3.720 0.039 2.266
H 4.211 -2.258 -3.165
H 4.610 1.513 2.649
*
```

***

## ii
Entry from OMol25: C24H39N3O5S in the gas phase (the ωB97M-V functional and the def2-TZVPD basis).

Computed properties:
orbital gap: 0.319 Ha
LUMO energy: 0.6848 eV
structure (SMILES): CCOc1ccc(CCNC(=O)C2CCN(S(=O)(=O)N3CCC(C)CC3)CC2)cc1OCC

ORCA input file:
```
! wB97M-V def2-TZVPD RIJCOSX def2/J DEFGRID3
* xyz 0 1
S -1.114 -0.172 1.160
O 2.250 -1.654 -0.604
O -1.137 5.522 1.794
O -0.347 0.836 0.487
O -0.480 -0.896 2.218
O 1.871 0.412 -2.544
N -1.624 -1.226 0.029
N 0.019 3.802 0.890
N -2.544 0.426 1.821
C 3.983 -0.629 -3.214
C -1.028 4.339 1.536
C -3.310 1.281 0.938
C 2.323 -0.336 -0.228
C 2.459 -0.683 -3.223
C -2.537 -2.271 0.414
C -1.475 2.326 2.945
C -2.090 3.301 1.927
C -1.109 -2.224 -2.109
C 2.598 1.424 1.405
C 2.444 2.400 0.435
C -2.176 -3.572 -0.302
C 1.627 -3.215 1.184
C 1.149 4.555 0.404
C 2.239 1.985 -0.872
C -1.541 -0.952 -1.384
C 2.545 0.082 1.077
C -2.320 1.066 3.106
C -2.095 -3.357 -1.816
C 2.719 -2.656 0.278
C 2.167 0.645 -1.224
C 2.463 3.864 0.793
C -2.629 2.622 0.655
C -1.682 -4.642 -2.527
H 2.113 -1.634 -2.808
H -2.911 3.837 2.415
H -0.807 -0.157 -1.513
H -4.285 1.434 1.412
H -1.807 0.340 3.737
H -3.342 3.292 0.171
H -1.373 2.833 3.906
H 3.561 -2.277 0.868
H 4.384 -1.431 -3.829
H -2.450 -2.378 1.496
H 2.747 1.705 2.437
H 4.359 -0.741 -2.200
H -0.115 -2.501 -1.757
H -1.057 -2.030 -3.181
H 3.284 4.367 0.279
H 3.098 -3.449 -0.379
H -3.086 -3.058 -2.179
H 2.084 -0.584 -4.246
H -2.515 -0.613 -1.772
H -2.388 -5.442 -2.316
H -3.462 0.738 0.003
H 2.113 2.706 -1.666
H 2.631 -0.643 1.869
H -2.922 -4.333 -0.066
H 0.053 2.806 0.707
H -3.571 -1.983 0.170
H 4.327 0.326 -3.607
H 2.620 3.967 1.868
H -1.647 -4.488 -3.603
H -1.208 -3.916 0.063
H -0.696 -4.959 -2.195
H -3.299 1.293 3.539
H -1.814 2.440 -0.044
H 1.078 -2.415 1.676
H 1.090 5.557 0.836
H -0.482 2.011 2.620
H 2.070 -3.866 1.934
H 1.086 4.641 -0.687
H 0.920 -3.795 0.595
*
```

***

Relative energies, kcal/mol: i 0.0; ii 1.6.